1.
{"formula": "C57H98FN2O28P3", "method": "ωB97M-V/def2-TZVPD", "e_tot_ha": -5570.97052, "e_lumo_ha": 0.002, "gap_ev": 7.5, "molar_mass_g_mol": 1371.32, "elements": ["P", "P", "P", "F", "O", "O", "O", "O", "O", "O", "O", "O", "O", "O", "O", "O", "O", "O", "O", "O", "O", "O", "O", "O", "O", "O", "O", "O", "O", "O", "O", "O", "N", "N", "C", "C", "C", "C", "C", "C", "C", "C", "C", "C", "C", "C", "C", "C", "C", "C", "C", "C", "C", "C", "C", "C", "C", "C", "C", "C", "C", "C", "C", "C", "C", "C", "C", "C", "C", "C", "C", "C", "C", "C", "C", "C", "C", "C", "C", "C", "C", "C", "C", "C", "C", "C", "C", "C", "C", "C", "C", "H", "H", "H", "H", "H", "H", "H", "H", "H", "H", "H", "H", "H", "H", "H", "H", "H", "H", "H", "H", "H", "H", "H", "H", "H", "H", "H", "H", "H", "H", "H", "H", "H", "H", "H", "H", "H", "H", "H", "H", "H", "H", "H", "H", "H", "H", "H", "H", "H", "H", "H", "H", "H", "H", "H", "H", "H", "H", "H", "H", "H", "H", "H", "H", "H", "H", "H", "H", "H", "H", "H", "H", "H", "H", "H", "H", "H", "H", "H", "H", "H", "H", "H", "H", "H", "H", "H", "H", "H", "H", "H", "H", "H", "H", "H", "H", "H", "H"], "xyz": [[-10.38035, 22.84282, -24.46574], [-14.95312, 26.76400, -20.63505], [-10.26504, 28.40924, -17.52870], [-9.76966, 30.78636, -24.11780], [-6.74592, 24.77047, -16.95525], [-10.58635, 21.25973, -24.36604], [-15.35612, 26.22255, -19.35156], [-10.61443, 23.14532, -25.98931], [-10.06720, 28.09746, -19.06337], [-15.89744, 26.43128, -21.84986], [-6.67090, 34.46234, -29.21208], [-15.07474, 35.30067, -23.98446], [-11.19288, 27.29240, -16.95195], [-9.40913, 28.83202, -35.16515], [-13.80955, 28.90271, -30.48942], [-4.87704, 24.21325, -26.48136], [-11.23721, 23.62001, -23.58251], [-5.81418, 25.82577, -22.28275], [-7.57381, 29.43420, -24.24233], [-7.67726, 24.67390, -27.27146], [-12.83036, 30.30038, -23.83516], [-14.76745, 28.32561, -20.71969], [-8.80140, 28.09327, -16.99090], [-7.08388, 29.66988, -30.28184], [-10.51651, 25.01173, -30.42892], [-16.41609, 29.51890, -31.52455], [-10.72710, 29.76298, -17.25558], [-8.84402, 23.09843, -24.21034], [-3.77047, 29.27581, -28.22385], [-8.97353, 25.01535, -32.94639], [-10.40209, 31.17405, -26.68799], [-13.47740, 26.33266, -21.07097], [-10.78281, 27.01181, -24.55045], [-10.00937, 27.25389, -26.56348], [-8.78432, 25.58221, -34.19864], [-13.27315, 33.82640, -24.58121], [-6.77697, 30.23767, -26.35089], [-5.60007, 24.37282, -20.40380], [-6.22239, 25.46741, -20.98635], [-9.48103, 31.93961, -27.31445], [-4.06637, 23.09544, -26.61434], [-8.20170, 32.59709, -29.27302], [-6.63159, 24.92209, -18.31229], [-4.70310, 28.36131, -26.22842], [-6.77616, 29.43643, -32.67130], [-4.80914, 29.20795, -27.31545], [-6.92011, 24.97452, -28.42718], [-7.38019, 29.10393, -33.88793], [-13.37138, 31.55905, -23.85572], [-11.41090, 26.04974, -25.32452], [-13.03827, 28.69345, -29.33251], [-13.73979, 28.98036, -19.99088], [-9.52425, 27.91623, -27.75506], [-9.67018, 29.15119, -19.97589], [-17.68864, 29.16863, -30.98470], [-10.03763, 27.75517, -25.33488], [-10.12973, 26.58532, -22.22968], [-8.96859, 29.46209, -31.64122], [-11.01610, 25.89689, -17.07529], [-9.13525, 25.19979, -30.60138], [-14.53323, 34.04067, -24.03217], [-9.12392, 31.75979, -28.64174], [-15.19416, 33.05612, -23.31979], [-6.70221, 29.33438, -25.27614], [-11.22135, 24.11206, -31.27193], [-7.04790, 26.30048, -20.23983], [-7.27805, 25.99432, -18.90700], [-8.34745, 23.22492, -22.86266], [-14.63241, 31.78201, -23.34827], [-8.63578, 25.85745, -31.86423], [-12.71003, 32.56864, -24.53086], [-9.56640, 29.15821, -32.85712], [-15.45324, 26.68568, -23.15754], [-10.89508, 26.17743, -26.55823], [-8.84370, 32.99029, -26.63235], [-14.82778, 27.91115, -30.68519], [-7.53226, 33.59392, -28.58852], [-15.68203, 28.34754, -31.82845], [-7.05262, 25.08878, -26.05849], [-9.49637, 20.35555, -24.43834], [-12.90728, 25.08860, -20.60104], [-8.76266, 29.10208, -33.98340], [-5.83230, 24.06320, -19.06867], [-5.81161, 30.17290, -27.34520], [-8.49247, 27.97057, -15.58317], [-7.59126, 29.53463, -31.55137], [-5.65222, 28.43183, -25.20891], [-10.03091, 22.38798, -27.03991], [-11.08561, 27.33576, -23.14239], [-7.90802, 33.78722, -27.25297], [-6.00522, 24.04798, -25.66933], [-7.51661, 31.01472, -26.24688], [-12.13261, 27.12253, -22.94815], [-6.33349, 23.93568, -16.71127], [-3.41648, 23.11332, -27.48289], [-13.68506, 28.49162, -28.47571], [-9.10057, 20.07646, -23.45556], [-10.59288, 29.39013, -20.50526], [-9.10092, 33.33672, -25.63691], [-11.85653, 30.36412, -23.83641], [-12.34906, 27.86878, -29.58820], [-11.78515, 32.28958, -25.01476], [-11.08496, 25.56906, -27.42651], [-7.70858, 25.27362, -25.21076], [-9.65043, 26.16066, -34.56814], [-9.29982, 28.19168, -14.88713], [-6.64918, 26.03435, -28.49692], [-5.32290, 23.27040, -18.53324], [-10.23804, 26.69826, -21.15543], [-8.82297, 28.50144, -35.85128], [-4.85224, 23.85098, -20.98921], [-7.37050, 34.62234, -26.80962], [-9.74356, 23.07569, -27.84395], [-9.55977, 30.95077, -29.21022], [-9.31199, 30.02008, -19.43197], [-10.17321, 31.02525, -25.71913], [-14.88188, 25.88534, -23.63059], [-6.71150, 28.92024, -34.72174], [-8.03190, 22.21346, -22.60262], [-7.55518, 26.03381, -31.81651], [-11.03080, 25.33459, -16.13683], [-4.03436, 29.74165, -29.01954], [-15.33379, 27.76845, -29.72276], [-9.55188, 29.50279, -30.73702], [-7.87994, 26.64799, -18.28683], [-9.75600, 19.45309, -24.98446], [-5.72259, 24.30852, -24.63773], [-13.72060, 30.01794, -20.30002], [-7.64094, 24.94071, -29.25913], [-11.83291, 25.43510, -17.62806], [-12.00404, 23.70804, -30.62640], [-10.23526, 25.53554, -22.51597], [-7.45252, 27.20086, -20.69244], [-13.63347, 24.30940, -20.37022], [-6.48835, 25.99444, -26.28863], [-5.70190, 29.48881, -32.54618], [-11.76701, 24.69308, -32.02280], [-8.81941, 24.82292, -34.98952], [-10.03293, 25.70037, -17.51059], [-9.12363, 21.87667, -26.74183], [-8.94770, 28.75682, -20.68394], [-10.79053, 21.86100, -27.62428], [-18.18440, 30.10104, -30.71257], [-16.29843, 27.50725, -32.17272], [-3.54605, 22.83737, -25.68624], [-8.63461, 24.24517, -30.38793], [-13.90478, 28.89170, -18.91560], [-18.28356, 28.72581, -31.79159], [-6.15264, 24.23533, -28.62902], [-14.74232, 27.52354, -23.25391], [-7.91458, 26.21110, -34.40953], [-7.87799, 32.25779, -30.25628], [-10.63771, 29.01123, -32.87922], [-6.26453, 26.67611, -22.38811], [-3.83189, 27.74371, -26.04690], [-15.16414, 30.96562, -22.87664], [-12.30382, 25.31107, -19.72881], [-12.38015, 29.53819, -29.13446], [-5.96271, 30.84686, -28.18460], [-17.64277, 28.52647, -30.10234], [-9.11968, 26.89349, -22.52185], [-9.06988, 23.64770, -22.17021], [-14.20319, 27.01777, -30.84916], [-8.21260, 26.91896, -15.47930], [-9.62211, 28.69152, -24.98333], [-12.38899, 24.75356, -21.49864], [-8.83894, 25.89893, -29.80898], [-7.63228, 28.60903, -15.40037], [-8.59234, 20.76655, -24.89751], [-7.45509, 23.84734, -22.86854], [-14.64786, 35.98210, -24.50595], [-10.62281, 23.34506, -31.75763], [-9.16552, 28.91222, -27.51171], [-16.25364, 27.06778, -23.78830], [-6.43640, 23.04463, -25.73040], [-8.32718, 30.09329, -24.31401], [-16.11381, 33.19087, -22.77263], [-10.87562, 28.40601, -23.13647], [-6.57366, 34.04854, -30.07906], [-9.11524, 26.84144, -31.91763], [-15.11142, 28.62280, -32.71820], [-10.30266, 28.01967, -28.50662], [-12.72821, 28.60251, -20.16446], [-6.14243, 29.85728, -30.26564], [-12.14270, 25.40885, -24.87187], [-8.69487, 27.34689, -28.17552], [-12.77062, 34.65728, -25.06154], [-5.59107, 27.78034, -24.34448], [-4.70768, 22.21153, -26.78158]], "forces_ev_per_a": [[0.036, -0.614, -0.147], [1.220, 0.527, 0.268], [0.711, 0.865, -0.075], [-0.158, -0.525, -0.731], [-0.286, -0.116, 0.003], [0.221, 0.187, 0.186], [-0.516, -0.433, 0.354], [-0.009, 0.269, 0.211], [0.232, -0.599, -0.060], [-0.136, -0.190, 0.248], [0.004, -0.755, -0.028], [-0.914, 0.178, 0.307], [-0.809, -0.103, 0.441], [-0.327, 0.079, -0.067], [-0.553, 1.115, -0.059], [0.283, 0.602, -0.851], [-0.582, 0.080, 0.207], [-1.001, 0.033, 1.039], [0.058, -0.664, 0.397], [-0.702, 0.389, 0.581], [0.197, -0.542, 0.394], [-0.309, 0.129, -0.569], [-0.295, 0.018, 0.338], [-0.259, 0.072, 0.231], [-0.009, 0.430, -0.065], [-0.621, -0.822, 0.515], [-0.335, 0.076, 0.246], [0.060, 0.443, -0.350], [0.190, -0.709, -0.047], [0.521, 0.078, 0.021], [-0.068, -0.840, 0.114], [-0.406, -0.488, 0.126], [-1.273, -0.334, -0.017], [-1.428, -0.360, 0.398], [-1.240, 0.204, -2.333], [-0.325, -0.046, -0.301], [0.595, -0.887, 0.874], [0.017, -0.155, -0.052], [0.974, 0.324, -0.317], [0.474, 1.031, 0.441], [-0.844, -1.753, 0.449], [0.497, -1.050, -0.079], [0.120, -0.289, -0.333], [-0.030, 0.083, 0.612], [-0.738, -0.728, 0.168], [0.344, 0.999, 0.050], [-1.486, 0.154, -1.182], [0.648, 0.972, 0.512], [-0.017, -0.162, -0.820], [0.488, 0.266, 0.589], [0.366, -0.585, -0.880], [0.592, 0.299, 0.670], [0.821, 0.152, -0.385], [-0.951, -0.152, 0.089], [-0.082, 0.881, -0.582], [0.794, 0.927, 0.237], [0.389, -0.529, -0.990], [-0.091, -0.667, -0.345], [0.660, -1.009, -0.145], [0.097, -0.023, 0.368], [0.426, 1.180, 0.757], [-0.219, -0.038, 0.192], [0.442, -0.869, -0.774], [-0.286, 1.092, -0.118], [-0.787, 0.739, 0.185], [0.075, -0.544, -0.093], [0.019, 0.329, 0.223], [0.607, -0.614, -0.166], [-0.188, -0.158, 0.930], [-0.784, -0.164, -0.006], [0.130, -0.050, 0.109], [0.303, 0.968, 0.655], [1.124, 1.536, -1.528], [-0.009, -0.324, -0.741], [-0.058, 0.865, 0.078], [2.375, 0.260, 0.801], [-1.423, -0.165, 0.521], [-0.023, 0.204, -0.794], [1.648, -0.597, -0.957], [1.359, -0.373, 0.255], [-0.274, 0.153, -1.054], [-0.201, -1.380, -0.823], [-0.170, 0.763, 0.214], [-1.125, -0.143, -0.194], [0.405, -0.677, -0.530], [0.646, 0.442, 0.396], [-0.299, -0.206, -0.179], [-0.036, 0.966, -1.754], [0.613, 0.701, -0.125], [1.204, 0.582, -1.163], [-0.270, 1.040, 1.043], [0.012, 0.084, -0.540], [-0.029, 0.096, -0.016], [-0.007, 0.042, 0.124], [0.236, 0.665, 0.119], [0.263, -0.136, 0.202], [-0.684, -0.056, 0.193], [0.261, 0.389, -0.205], [-0.250, -0.732, 0.151], [-0.057, 0.279, -0.149], [-0.193, -0.344, 0.697], [0.151, 0.428, 0.026], [0.109, 0.186, -0.136], [-0.637, -0.192, -0.398], [0.001, 0.432, 0.830], [-0.215, 0.246, -0.347], [0.884, -0.137, 0.603], [0.137, -0.157, -0.334], [-0.379, 0.208, -0.037], [0.250, 0.135, 0.137], [-0.153, -0.189, 0.028], [-0.439, -0.151, 0.600], [0.455, 0.468, 0.583], [-0.072, -0.020, 0.048], [0.107, 0.003, -0.083], [0.070, 0.365, -0.101], [-0.603, -0.583, 0.276], [-0.356, 0.083, -0.265], [-0.100, 0.121, 0.576], [0.088, -0.122, 0.102], [0.020, 0.810, 0.425], [-0.108, 0.155, 0.109], [-0.500, 0.033, -0.244], [-0.112, 0.053, 0.120], [0.079, -0.033, -0.108], [-0.395, 0.097, 0.023], [0.002, -0.516, 0.172], [-0.286, 0.161, 0.035], [1.025, -0.622, 0.987], [0.107, 0.387, -0.441], [0.163, -0.457, -0.088], [0.107, -0.083, 0.392], [-0.086, -0.094, 0.118], [-0.308, 0.341, 0.176], [-0.098, 0.324, 0.316], [0.034, -0.061, -0.186], [0.289, -0.151, -0.284], [0.557, -0.515, 0.533], [-0.217, -0.236, -0.317], [-0.238, -0.460, -0.002], [0.121, 0.018, 0.163], [-0.019, -0.923, 0.995], [0.091, -0.033, 0.123], [-0.373, 0.116, 0.257], [0.446, 0.334, -0.060], [-0.076, 0.019, -0.518], [-0.216, 0.146, -0.051], [-0.093, -0.313, 0.270], [0.520, 0.361, 0.195], [-0.061, 0.025, 0.771], [0.336, -0.178, 0.779], [-0.160, 0.476, -0.173], [0.016, 0.066, -0.377], [0.301, 0.010, -0.639], [-0.049, -0.130, -0.467], [0.075, -0.092, 0.104], [0.313, -0.178, -0.126], [-0.398, 0.369, -0.049], [0.460, 0.096, 0.030], [0.130, -0.120, -0.090], [0.033, -0.042, 0.204], [-0.191, -0.164, -0.103], [-0.866, -0.489, -0.453], [0.139, 0.162, 0.371], [0.293, -0.041, -0.222], [0.677, -0.309, 0.505], [-0.434, -0.166, -0.130], [-0.076, 0.007, 0.146], [-0.359, 0.279, -0.376], [-0.099, 0.141, -0.263], [0.460, -0.396, -0.210], [0.176, -0.008, 0.184], [0.029, 0.035, 0.187], [-0.449, -0.698, 0.157], [0.094, -0.097, -0.003], [0.062, 0.132, -0.001], [-0.130, 0.383, -0.242], [-0.411, 0.118, 0.581], [0.351, 0.546, -0.160], [-0.061, -0.107, -0.364], [0.540, -0.142, 0.300], [-0.203, -0.166, 0.150], [-0.244, -0.431, -0.376], [0.025, -0.067, -0.285], [0.129, -0.321, -0.185], [-0.011, 0.014, 0.035], [0.061, -0.063, -0.089], [0.172, 0.028, -0.043], [0.008, -0.003, -0.109]], "mulliken_charge": [0.253, 0.209, 0.589, -1.064, -0.474, -0.381, -0.778, -0.135, 0.568, -0.371, -0.593, -0.563, -0.326, -0.540, -0.404, -0.215, -0.591, -0.449, -0.625, 0.271, -0.126, -0.149, -0.484, 0.233, -0.175, -0.327, -0.771, 0.834, -0.628, -0.366, -0.407, 0.675, 0.892, 0.920, -0.815, -0.615, -0.252, -0.581, 0.464, -0.447, -0.890, -0.148, 0.699, -0.864, -0.859, 0.282, 0.418, -0.525, 0.111, -1.414, -0.159, -0.416, 1.796, -0.460, -0.689, 0.117, 0.305, 0.280, -0.485, 0.394, 0.771, 0.163, -0.645, 0.027, -0.848, -0.473, -0.261, -0.725, -0.447, 0.058, -0.276, -0.670, -0.291, -1.228, -0.172, -0.127, 0.833, -0.581, 0.338, -0.633, -0.340, 0.234, -0.794, -0.028, -0.760, -0.044, -0.053, 0.061, 0.265, -0.835, -1.045, 0.199, -0.197, 0.279, 0.282, 0.340, 0.296, 0.082, 0.408, 0.016, -0.097, 0.298, 0.848, -0.291, 0.324, 0.347, 0.198, 0.294, -0.038, 0.356, 0.411, 0.376, -0.523, 0.248, 0.577, 0.313, 0.232, 0.369, 0.307, 0.472, 0.300, 0.294, 0.245, 0.214, 0.461, 0.318, 0.578, 0.395, -1.233, 0.197, 0.254, -0.611, 0.373, 0.398, 0.153, 0.455, 0.241, 0.368, 0.202, 0.230, -0.084, 0.345, 0.252, 0.407, 0.336, 0.427, 0.358, 0.291, 0.457, -0.063, 0.280, -0.043, 0.563, 0.038, 0.462, 0.439, -0.113, 0.134, 0.629, 0.277, 0.212, 0.399, 0.133, 0.244, 0.418, 0.083, -0.716, 0.274, 0.170, -0.062, 0.293, 0.335, -0.994, 0.362, 0.297, 0.260, 0.420, -0.199, 0.295, -0.186, 0.300, -0.463, -0.091, 0.010, 0.888, -0.687, 0.275, 0.229, 0.326]}

2.
{"formula": "C5H11NO", "method": "ωB97M-V/def2-TZVPD", "e_tot_ha": -326.98939, "e_lumo_ha": 0.025, "gap_ev": 8.6, "molar_mass_g_mol": 101.15, "elements": ["O", "N", "C", "C", "C", "C", "C", "H", "H", "H", "H", "H", "H", "H", "H", "H", "H", "H"], "xyz": [[-1.72464, 0.41165, -1.29673], [1.23998, -2.31096, -0.69066], [-1.50778, 1.27754, 0.13669], [1.69641, 0.62937, -0.24230], [0.42815, -0.15829, 0.00667], [-0.52998, 0.51063, 0.99513], [0.61364, -1.59057, 0.16563], [-1.08005, -0.24171, 1.56533], [-2.52137, 1.40535, 0.51648], [1.21628, -3.30299, -0.46382], [0.09216, -2.03552, 1.03274], [-1.06880, 2.17291, -0.29475], [-0.52259, -0.19357, -1.09062], [1.47796, 1.65749, -0.53644], [2.30442, 0.68345, 0.66971], [-0.01411, 1.18804, 1.68541], [2.29763, 0.16320, -1.02110], [-2.39730, -0.26602, -1.13737]], "forces_ev_per_a": [[-0.850, 1.847, 2.188], [-0.029, 0.327, 0.412], [-0.548, -1.185, -2.551], [0.026, 0.079, -0.124], [-1.365, 0.105, -1.764], [0.136, -0.653, -0.563], [0.055, -1.147, -0.162], [0.079, 0.016, 0.163], [0.214, 0.146, -0.094], [-0.024, 0.147, 0.203], [0.053, -0.139, -0.127], [-0.271, 0.048, 0.089], [2.796, 0.220, 2.339], [0.015, 0.038, -0.099], [0.004, -0.036, -0.026], [-0.200, 0.014, -0.013], [-0.028, 0.032, -0.004], [-0.063, 0.140, 0.132]], "mulliken_charge": [-0.598, -0.654, -0.385, -1.473, 0.567, -0.735, -0.358, 0.372, 0.364, 0.236, 0.283, 0.231, 0.378, 0.325, 0.349, 0.328, 0.420, 0.349]}